# 1
The following is a quantum chemistry calculation of a structure of composition C42H40FGeN3O6W in a non-equilibrium geometry, from the OMol25 dataset.

Atoms and positions in Å:
W  1.251  0.043  -0.177
O  1.736  4.366  -0.904
C  0.469  3.875  -0.558
C  0.634  2.382  -0.436
O  0.029  1.645  0.392
O  1.392  1.712  -1.252
C  -0.565  3.935  -1.702
C  -1.903  3.617  -1.455
C  -2.821  3.655  -2.491
C  -2.408  4.001  -3.772
C  -1.074  4.290  -4.020
C  -0.144  4.244  -2.990
C  0.003  4.559  0.730
C  -0.811  5.648  0.682
C  -1.122  6.358  1.884
C  -0.613  5.947  3.150
C  0.197  4.859  3.208
C  0.526  4.162  2.009
H  1.642  5.247  -1.291
H  -2.233  3.348  -0.458
H  -3.860  3.423  -2.299
H  -3.127  4.041  -4.579
H  -0.754  4.554  -5.019
H  0.897  4.449  -3.201
H  -1.228  5.986  -0.257
H  -1.767  7.228  1.828
H  -0.878  6.497  4.043
H  0.594  4.515  4.152
H  1.176  3.299  2.080
C  -0.902  -6.946  2.409
C  -1.030  -6.518  0.958
N  -0.182  -5.335  0.645
C  -0.763  -4.135  0.657
C  -0.044  -2.994  0.422
C  -0.388  -1.564  0.300
O  -0.410  -1.049  -0.863
O  -0.027  -0.769  1.242
C  1.333  -3.042  0.144
O  1.985  -1.932  -0.089
C  1.958  -4.314  0.134
C  3.328  -4.466  -0.151
C  3.883  -5.704  -0.174
F  5.166  -5.819  -0.526
C  3.140  -6.887  0.110
C  1.791  -6.729  0.385
C  1.177  -5.467  0.387
N  3.717  -8.153  0.109
C  5.151  -8.364  0.296
C  5.392  -9.687  1.005
N  4.771  -10.813  0.222
C  3.302  -10.576  0.006
C  3.104  -9.227  -0.665
H  -1.564  -7.791  2.592
H  -1.198  -6.139  3.080
H  0.114  -7.246  2.664
H  -2.053  -6.229  0.726
H  -0.768  -7.307  0.257
H  -1.825  -4.112  0.861
H  3.935  -3.604  -0.395
H  1.220  -7.606  0.645
H  5.573  -7.587  0.926
H  5.691  -8.345  -0.659
H  4.930  -9.703  1.990
H  6.457  -9.890  1.100
H  4.915  -11.700  0.711
H  5.244  -10.907  -0.682
H  2.835  -10.610  0.989
H  2.914  -11.385  -0.610
H  2.036  -9.061  -0.783
H  3.535  -9.254  -1.676
Ge  3.392  0.129  1.236
C  3.720  1.845  2.047
C  3.937  2.944  1.235
C  4.166  4.188  1.797
C  4.165  4.342  3.189
C  3.928  3.252  4.003
C  3.705  2.010  3.445
C  4.018  0.164  -0.663
C  5.311  0.671  -0.851
C  5.863  0.761  -2.120
C  5.121  0.411  -3.240
C  3.818  -0.037  -3.092
C  3.296  -0.165  -1.811
H  3.854  -1.069  2.050
H  3.956  2.851  0.153
H  4.372  5.022  1.137
H  4.370  5.305  3.640
H  3.947  3.352  5.080
H  3.553  1.174  4.118
H  5.907  0.972  0.002
H  6.878  1.117  -2.231
H  5.551  0.496  -4.229
H  3.219  -0.289  -3.956
H  2.270  -0.609  -1.866

## Properties
**Highest occupied orbital energy (spin up / spin down)**: -16.33 / -16.33 eV
**Spin multiplicity**: 1
**Charge**: +4
**LUMO (spin up / spin down)**: -13.2375 / -13.2300 eV
**Energy relative to the best compared isomer or geometry (same formula, charge and spin)**: 77.7 kcal per mole
**HOMO-LUMO gap (spin up / spin down)**: 3.1 / 3.1 eV

# 2
The following is a quantum chemistry calculation of a structure of composition C42H40FMnN9O3P, from the OMol25 dataset.

Atoms and positions in Å:
Mn  0.329  -0.308  0.033
C  5.814  1.390  1.337
C  5.366  0.252  1.999
C  4.008  0.064  2.209
C  3.098  1.022  1.754
C  3.551  2.161  1.090
C  4.912  2.345  0.888
P  1.350  0.706  1.938
C  1.044  0.167  3.624
C  1.882  0.658  4.628
C  1.604  0.379  5.957
C  0.496  -0.387  6.288
C  -0.343  -0.869  5.292
C  -0.079  -0.592  3.958
C  0.302  2.076  1.574
C  -0.015  3.329  2.091
C  -1.161  3.937  1.602
C  -1.971  3.291  0.661
C  -1.658  2.032  0.149
C  -0.490  1.474  0.636
H  6.875  1.542  1.186
H  6.074  -0.477  2.368
H  3.664  -0.814  2.745
H  2.847  2.915  0.757
H  5.268  3.240  0.396
H  2.749  1.257  4.382
H  2.253  0.763  6.733
H  0.282  -0.604  7.326
H  -1.214  -1.456  5.553
H  -0.759  -0.943  3.195
H  0.593  3.802  2.852
H  -1.453  4.912  1.969
H  -2.877  3.775  0.316
H  -2.299  1.552  -0.579
N  1.324  -2.829  1.764
C  2.253  -2.445  0.896
N  3.423  -3.068  0.897
C  4.326  -2.625  0.023
N  5.506  -3.231  -0.017
N  4.154  -1.572  -0.831
C  2.986  -1.016  -0.745
N  1.963  -1.417  0.037
C  2.699  0.207  -1.526
C  3.560  0.702  -2.479
C  3.225  1.891  -3.109
C  2.047  2.528  -2.755
C  1.232  1.959  -1.791
N  1.554  0.815  -1.180
H  1.551  -3.568  2.408
H  0.416  -2.382  1.799
H  5.692  -4.006  0.597
H  6.212  -2.910  -0.657
H  4.473  0.164  -2.695
H  3.877  2.317  -3.860
H  1.751  3.461  -3.214
H  0.309  2.429  -1.491
C  -5.980  -3.354  -3.168
C  -4.868  -4.183  -2.552
N  -3.625  -3.397  -2.341
C  -3.323  -2.997  -1.114
C  -2.239  -2.203  -0.799
C  -2.017  -1.940  0.639
O  -2.792  -2.274  1.492
O  -0.854  -1.346  0.944
C  -1.417  -1.731  -1.828
O  -0.460  -0.891  -1.656
C  -1.700  -2.202  -3.164
C  -0.874  -1.859  -4.246
C  -1.127  -2.352  -5.484
F  -0.261  -2.070  -6.473
C  -2.229  -3.198  -5.765
C  -3.043  -3.528  -4.697
C  -2.792  -3.047  -3.404
N  -2.508  -3.689  -7.047
C  -2.819  -5.099  -7.223
C  -3.869  -5.291  -8.297
N  -3.339  -4.709  -9.585
C  -2.977  -3.253  -9.402
C  -1.976  -3.099  -8.269
H  -6.864  -3.978  -3.299
H  -5.707  -2.941  -4.139
H  -6.250  -2.527  -2.512
H  -4.616  -5.064  -3.141
H  -5.163  -4.541  -1.569
H  -3.984  -3.317  -0.317
H  -0.010  -1.228  -4.090
H  -3.915  -4.137  -4.875
H  -3.174  -5.554  -6.303
H  -1.908  -5.648  -7.508
H  -4.780  -4.740  -8.070
H  -4.103  -6.339  -8.469
H  -4.024  -4.814  -10.336
H  -2.508  -5.232  -9.877
H  -3.909  -2.734  -9.187
H  -2.569  -2.893  -10.344
H  -1.814  -2.033  -8.148
H  -1.015  -3.547  -8.551

## Properties
**Highest occupied orbital energy (spin up / spin down)**: -15.09 / -15.04 eV
**Spin multiplicity**: 2
**Charge**: +3
**<S²>**: 0.9256
**LUMO (spin up / spin down)**: -8.6073 / -7.5679 eV
**HOMO-LUMO gap (spin up / spin down)**: 6.5 / 7.5 eV

# 3
The following is a quantum chemistry calculation of a structure of composition C42H40N2O6P2Zn in a non-equilibrium geometry, from the OMol25 dataset.

Atoms and positions in Å:
Zn  2.333  -1.237  0.485
C  -2.466  0.078  0.679
C  -2.427  -0.191  -0.630
C  -2.786  0.720  -1.779
C  -1.619  1.524  -2.404
C  -0.674  2.220  -1.460
C  -0.911  2.532  -0.179
C  -2.269  2.621  0.441
C  -2.690  1.417  1.316
C  2.703  -0.446  -1.235
H  -2.227  -0.724  1.387
H  -2.125  -1.199  -0.958
H  -3.636  1.379  -1.553
H  -3.148  0.053  -2.579
H  -1.034  0.831  -3.036
H  -2.050  2.294  -3.069
H  0.306  2.438  -1.908
H  -0.075  2.759  0.495
H  -3.012  2.753  -0.353
H  -2.266  3.500  1.102
H  -2.180  1.424  2.296
H  -3.759  1.550  1.540
H  3.791  -0.424  -1.368
H  2.330  0.587  -1.207
H  2.218  -0.989  -2.058
P  0.114  -2.216  -9.285
P  2.005  0.350  -9.588
C  -0.543  -0.654  -9.916
C  0.273  0.420  -10.074
C  -0.717  -3.393  -10.439
C  -1.889  -3.109  -11.155
C  -2.491  -4.098  -11.936
C  -1.902  -5.358  -12.053
C  -0.690  -5.627  -11.395
C  -0.094  -4.644  -10.606
C  -0.867  -2.371  -7.736
C  -0.518  -1.493  -6.691
C  -1.231  -1.520  -5.492
C  -2.305  -2.408  -5.334
C  -2.655  -3.279  -6.376
C  -1.925  -3.274  -7.572
C  2.706  1.121  -11.142
C  2.648  0.344  -12.313
C  3.046  0.877  -13.538
C  3.513  2.200  -13.606
C  3.598  2.970  -12.442
C  3.213  2.427  -11.210
C  2.083  1.768  -8.433
C  3.229  1.837  -7.617
C  3.422  2.930  -6.774
C  2.456  3.950  -6.718
C  1.296  3.855  -7.493
C  1.091  2.753  -8.330
H  -1.613  -0.600  -10.138
H  -0.069  1.355  -10.531
H  -2.347  -2.125  -11.112
H  -3.425  -3.873  -12.456
H  -2.373  -6.132  -12.657
H  -0.211  -6.600  -11.495
H  0.855  -4.835  -10.098
H  0.304  -0.785  -6.833
H  -0.952  -0.845  -4.677
H  -2.869  -2.416  -4.397
H  -3.493  -3.963  -6.258
H  -2.192  -3.964  -8.371
H  2.267  -0.679  -12.259
H  2.987  0.271  -14.445
H  3.804  2.626  -14.565
H  3.961  4.000  -12.485
H  3.293  3.028  -10.305
H  3.971  1.035  -7.666
H  4.328  2.993  -6.172
H  2.617  4.812  -6.070
H  0.542  4.644  -7.454
H  0.170  2.676  -8.902
O  1.675  -1.385  2.338
C  1.020  -0.287  2.654
O  0.689  0.617  1.850
C  0.734  -0.150  4.135
C  0.245  1.074  4.621
C  0.129  1.317  6.011
C  0.482  0.336  6.944
C  0.914  -0.906  6.462
C  1.001  -1.171  5.073
N  1.354  -1.885  7.428
O  1.352  -1.548  8.634
O  1.727  -3.008  7.033
N  -0.344  2.596  6.475
O  -0.705  3.435  5.622
O  -0.374  2.818  7.704
H  -0.043  1.871  3.940
H  0.413  0.525  8.013
H  1.294  -2.159  4.739

## Properties
**Highest occupied orbital energy**: -7.83 eV
**Spin multiplicity**: 1
**LUMO**: -1.4613 eV
**Energy relative to the best compared isomer or geometry (same formula, charge and spin)**: 0.0 kcal per mole
**HOMO-LUMO gap**: 6.4 eV

# 4
The following is a quantum chemistry calculation of a structure of composition C42H41CdNO4P2 in a non-equilibrium geometry, from the OMol25 dataset.

Atoms and positions in Å:
Cd  2.612  -3.523  0.072
C  3.750  -3.843  -1.816
C  3.237  -2.551  -1.864
C  2.019  -2.127  -2.668
C  0.704  -2.162  -1.851
C  0.609  -3.319  -0.881
C  1.038  -4.622  -1.112
C  1.612  -5.131  -2.424
C  3.158  -5.066  -2.481
C  1.760  -3.896  1.929
H  4.780  -3.958  -1.482
H  3.892  -1.748  -1.534
H  1.930  -2.753  -3.560
H  2.176  -1.104  -3.025
H  0.629  -1.240  -1.265
H  -0.158  -2.166  -2.535
H  -0.063  -3.158  -0.041
H  0.696  -5.384  -0.415
H  1.176  -4.573  -3.257
H  1.305  -6.173  -2.558
H  3.567  -5.944  -1.971
H  3.494  -5.131  -3.528
H  2.458  -4.423  2.588
H  0.838  -4.486  1.841
H  1.514  -2.936  2.401
P  -1.020  5.553  0.667
P  -4.123  3.686  1.681
C  -2.550  5.172  -0.233
C  -3.606  4.399  0.094
C  -0.541  7.227  0.110
C  -0.895  7.754  -1.141
C  -0.510  9.047  -1.492
C  0.241  9.821  -0.606
C  0.605  9.300  0.637
C  0.208  8.014  0.996
C  0.136  4.469  -0.275
C  -0.010  3.079  -0.136
C  0.852  2.203  -0.792
C  1.893  2.703  -1.578
C  2.060  4.081  -1.703
C  1.187  4.960  -1.060
C  -5.783  4.476  1.815
C  -5.831  5.862  2.037
C  -7.051  6.519  2.180
C  -8.245  5.797  2.132
C  -8.206  4.417  1.936
C  -6.985  3.759  1.776
C  -4.537  1.944  1.313
C  -4.395  1.011  2.350
C  -4.689  -0.333  2.137
C  -5.111  -0.764  0.878
C  -5.250  0.156  -0.163
C  -4.970  1.505  0.053
H  -2.524  5.564  -1.251
H  -4.362  4.245  -0.678
H  -1.473  7.149  -1.832
H  -0.801  9.453  -2.457
H  0.537  10.829  -0.882
H  1.184  9.902  1.333
H  0.462  7.617  1.975
H  -0.801  2.680  0.496
H  0.719  1.131  -0.680
H  2.571  2.021  -2.083
H  2.869  4.479  -2.310
H  1.320  6.031  -1.174
H  -4.905  6.431  2.103
H  -7.069  7.594  2.342
H  -9.196  6.306  2.252
H  -9.130  3.846  1.900
H  -6.968  2.686  1.613
H  -4.035  1.346  3.319
H  -4.573  -1.048  2.948
H  -5.327  -1.815  0.706
H  -5.571  -0.177  -1.145
H  -5.083  2.222  -0.754
O  5.055  -4.735  1.624
C  4.471  -5.692  0.940
O  3.404  -5.412  0.224
C  5.069  -7.044  0.871
C  4.473  -8.046  0.085
C  5.054  -9.312  -0.014
C  6.247  -9.610  0.671
C  6.837  -8.607  1.464
C  6.255  -7.340  1.562
N  6.848  -10.903  0.559
O  6.348  -11.746  -0.124
O  7.864  -11.150  1.136
H  3.559  -7.851  -0.462
H  4.572  -10.057  -0.634
H  7.755  -8.801  2.004
H  6.740  -6.588  2.172

## Properties
**Highest occupied orbital energy**: -7.78 eV
**Spin multiplicity**: 1
**LUMO**: -0.5493 eV
**Energy relative to the best compared isomer or geometry (same formula, charge and spin)**: 35.9 kcal per mole
**HOMO-LUMO gap**: 7.2 eV

# 5
The following is a quantum chemistry calculation of a structure of composition C42H41NO3P2PtS in a non-equilibrium geometry, from the OMol25 dataset.

Atoms and positions in Å:
Pt  -1.323  -3.450  0.882
C  -0.672  -5.414  -0.570
C  -0.005  -4.179  -0.685
C  -0.107  -3.308  -1.931
C  -1.089  -2.124  -1.845
C  -2.130  -2.281  -0.767
C  -2.924  -3.464  -0.692
C  -2.832  -4.580  -1.684
C  -1.912  -5.766  -1.278
C  -2.685  -2.846  2.251
H  -0.187  -6.249  -0.050
H  0.969  -4.128  -0.187
H  -0.324  -3.939  -2.804
H  0.893  -2.882  -2.101
H  -0.521  -1.203  -1.660
H  -1.578  -1.986  -2.817
H  -2.568  -1.376  -0.340
H  -3.820  -3.453  -0.064
H  -2.507  -4.218  -2.667
H  -3.849  -5.003  -1.766
H  -2.522  -6.432  -0.638
H  -1.699  -6.360  -2.189
H  -2.975  -3.674  2.913
H  -3.576  -2.393  1.803
H  -2.098  -2.096  2.802
P  3.199  3.749  0.198
P  0.396  5.155  0.174
C  2.484  4.272  -1.370
C  1.385  5.077  -1.340
C  4.938  4.377  0.143
C  5.587  4.696  -1.057
C  6.940  5.063  -1.051
C  7.639  5.201  0.151
C  6.959  4.989  1.360
C  5.620  4.591  1.361
C  3.293  1.945  -0.139
C  2.057  1.267  -0.140
C  2.019  -0.097  -0.413
C  3.215  -0.787  -0.657
C  4.443  -0.115  -0.647
C  4.487  1.259  -0.396
C  -0.003  6.969  0.094
C  1.078  7.851  0.293
C  0.923  9.216  0.062
C  -0.321  9.741  -0.310
C  -1.412  8.874  -0.431
C  -1.261  7.497  -0.226
C  -1.210  4.404  -0.292
C  -2.125  4.126  0.745
C  -3.411  3.698  0.428
C  -3.772  3.502  -0.911
C  -2.835  3.694  -1.933
C  -1.542  4.127  -1.623
H  2.943  3.897  -2.297
H  1.120  5.773  -2.158
H  5.044  4.651  -1.999
H  7.456  5.245  -1.998
H  8.699  5.483  0.153
H  7.487  5.138  2.304
H  5.097  4.433  2.304
H  1.137  1.823  0.059
H  1.062  -0.623  -0.415
H  3.181  -1.859  -0.847
H  5.372  -0.659  -0.827
H  5.438  1.796  -0.407
H  2.048  7.454  0.597
H  1.780  9.882  0.162
H  -0.436  10.810  -0.511
H  -2.389  9.271  -0.706
H  -2.121  6.837  -0.343
H  -1.821  4.264  1.783
H  -4.138  3.528  1.224
H  -4.790  3.203  -1.161
H  -3.109  3.517  -2.976
H  -0.802  4.263  -2.412
O  -5.196  -6.878  0.388
S  -4.642  -6.707  1.706
O  -5.521  -6.481  2.825
N  -3.423  -5.592  1.666
C  -2.220  -6.051  1.992
O  -1.162  -5.300  2.005
C  -2.211  -7.509  2.232
C  -1.118  -8.353  2.454
C  -1.356  -9.719  2.591
C  -2.660  -10.241  2.453
C  -3.746  -9.387  2.181
C  -3.489  -8.020  2.075
H  -0.121  -7.932  2.532
H  -0.537  -10.411  2.811
H  -2.828  -11.320  2.537
H  -4.754  -9.764  2.034

## Properties
**Highest occupied orbital energy (spin up / spin down)**: -11.46 / -13.01 eV
**Spin multiplicity**: 5
**Charge**: +2
**<S²>**: 6.0529
**LUMO (spin up / spin down)**: -5.3368 / -8.9073 eV
**Energy relative to the best compared isomer or geometry (same formula, charge and spin)**: 24.4 kcal per mole
**HOMO-LUMO gap (spin up / spin down)**: 6.1 / 4.1 eV